Molecular formula: C24H30F2N8O2PTi
Method: DFT, wB97M-V/def2-TZVPD

Its HOMO-LUMO gap is 5.788 eV. The value obtained for the largest force on an atom is 0.7 eV/Å. As for the total charge: +3.

Last column: natural (NBO) charge in e.
CARTESIAN COORDINATES (ANGSTROEM)
Ti -0.428 -1.025 -0.365  1.6475
O 3.835 -0.258 3.102  -0.6222
C 2.706 -0.043 3.775  0.4001
C 2.829 0.261 5.135  -0.2618
C 1.710 0.458 5.906  -0.1120
C 0.420 0.404 5.347  -0.2607
C 0.284 0.150 4.009  -0.1716
C 1.418 -0.076 3.194  -0.2259
C 1.220 -0.445 1.822  0.5936
O -0.003 -0.308 1.273  -0.6592
N 2.154 -1.039 1.113  -0.3926
N 1.533 -1.629 0.052  -0.3102
C 2.038 -2.583 -0.636  0.1528
C 1.055 -3.343 -1.427  0.1457
C 1.367 -4.489 -2.118  -0.1763
C 0.330 -5.238 -2.680  -0.0712
C -0.977 -4.824 -2.502  -0.2137
C -1.222 -3.655 -1.796  0.1077
N -0.232 -2.910 -1.290  -0.5438
H 3.652 -0.627 2.222  0.5103
H 3.824 0.293 5.559  0.2613
H 1.823 0.633 6.968  0.2477
H -0.450 0.536 5.975  0.2385
H -0.697 0.058 3.561  0.2201
H 3.067 -2.909 -0.521  0.2543
H 2.397 -4.811 -2.198  0.2669
H 0.550 -6.139 -3.237  0.2706
H -1.808 -5.392 -2.896  0.2742
H -2.233 -3.305 -1.635  0.2412
C -1.870 4.276 4.219  -0.0511
N -0.588 4.768 3.522  -0.3902
C -0.981 5.915 2.571  -0.0514
N -1.975 5.479 1.660  -0.4297
C -3.162 5.015 2.373  -0.0745
N -2.839 3.897 3.256  -0.4328
C -2.489 2.679 2.531  -0.5139
P -0.980 2.877 1.447  0.7256
C 0.083 3.647 2.780  -0.5399
C -1.487 4.506 0.685  -0.5179
H -2.228 5.105 4.829  0.2384
H -1.585 3.441 4.858  0.2256
H 0.053 5.128 4.231  0.4408
H -0.074 6.237 2.062  0.2283
H -1.357 6.720 3.201  0.2378
H -3.920 4.706 1.655  0.2266
H -3.563 5.835 2.969  0.2312
H -3.342 2.380 1.919  0.2368
H -2.307 1.877 3.250  0.2337
H 0.995 4.041 2.329  0.2468
H 0.367 2.883 3.507  0.2556
H -2.269 4.325 -0.054  0.2443
H -0.633 4.928 0.152  0.2380
F -2.576 -0.813 -1.499  -0.3187
C -2.374 -0.400 -0.191  0.2567
F -2.182 -1.711 0.459  -0.3236
H -3.278 0.028 0.227  0.2058
C -0.760 -0.674 -4.051  -0.6747
C 0.092 0.196 -3.201  0.4680
N 0.236 0.175 -1.865  -0.6075
C 1.134 1.200 -1.533  -0.0810
C 1.520 1.817 -2.665  -0.0339
N 0.857 1.170 -3.690  -0.4662
H -1.201 -1.483 -3.478  0.2356
H -0.173 -1.099 -4.866  0.2685
H -1.569 -0.091 -4.494  0.2770
H 1.422 1.400 -0.515  0.2470
H 2.195 2.636 -2.840  0.2678
H 0.924 1.408 -4.671  0.4597

Cartesian forces (eV/Å) of the 2 atoms listed first:
-0.696 -0.121 -0.059
-0.043 -0.043 0.016

***

Molecular formula: C46H40NO3P2Tc
Method: DFT, wB97M-V/def2-TZVPD

Its HOMO-LUMO gap (alpha / beta) is 4.804 / 3.782 eV. As for the spin multiplicity: 4. The value obtained for the largest force on an atom is 5.1 eV/Å. As for the total charge: +3.

Last column: Mulliken spin population.
CARTESIAN COORDINATES (ANGSTROEM)
Tc 0.492 0.236 -0.506  1.9983
C -1.217 -2.448 1.372  0.0097
N 0.079 -2.932 1.660  0.4961
C 0.963 -2.111 2.395  -0.0092
P 1.623 -0.655 1.350  0.0627
C 3.109 -1.200 0.451  0.0114
C 3.575 -2.508 0.345  0.0064
C 4.787 -2.747 -0.284  -0.0020
C 5.519 -1.701 -0.828  0.0028
C 5.038 -0.401 -0.761  0.0000
C 3.835 -0.147 -0.130  -0.0072
C 2.295 0.371 2.673  -0.0195
C 3.490 -0.002 3.291  0.0047
C 3.981 0.759 4.335  -0.0011
C 3.285 1.882 4.763  0.0100
C 2.098 2.254 4.144  0.0020
C 1.595 1.499 3.101  0.0205
C 0.468 -4.216 1.238  0.0374
C 0.585 -4.524 -0.119  0.0531
C 0.921 -5.810 -0.497  -0.0143
C 1.094 -6.801 0.463  0.0843
C 0.963 -6.494 1.811  -0.0223
C 0.678 -5.203 2.207  0.0975
P -1.338 -1.185 -0.049  -0.0229
C -2.940 -0.417 0.319  0.0021
C -3.222 0.072 1.597  0.0005
C -4.488 0.542 1.890  0.0015
C -5.473 0.549 0.911  0.0009
C -5.172 0.144 -0.379  0.0030
C -3.909 -0.331 -0.683  -0.0013
C -1.616 -2.196 -1.527  -0.0121
C -2.639 -3.146 -1.539  -0.0060
C -2.895 -3.869 -2.689  0.0014
C -2.146 -3.644 -3.835  0.0009
C -1.123 -2.705 -3.827  0.0029
C -0.848 -1.989 -2.676  0.0095
H -1.631 -1.958 2.262  -0.0115
H -1.866 -3.284 1.091  0.0095
H 1.826 -2.681 2.755  0.0101
H 0.457 -1.643 3.250  0.0186
H 3.019 -3.331 0.771  -0.0006
H 5.166 -3.754 -0.342  0.0002
H 6.464 -1.899 -1.309  0.0001
H 5.605 0.408 -1.192  -0.0001
H 3.478 0.875 -0.031  -0.0081
H 4.028 -0.874 2.946  0.0011
H 4.903 0.475 4.817  -0.0001
H 3.670 2.470 5.582  0.0002
H 1.568 3.131 4.481  0.0001
H 0.671 1.771 2.603  0.0083
H 0.456 -3.737 -0.850  0.0043
H 1.052 -6.047 -1.540  0.0017
H 1.325 -7.807 0.156  0.0009
H 1.051 -7.276 2.548  0.0017
H 0.540 -4.962 3.250  -0.0029
H -2.457 0.075 2.364  -0.0046
H -4.717 0.892 2.884  0.0002
H -6.474 0.867 1.157  0.0001
H -5.928 0.180 -1.148  0.0001
H -3.681 -0.654 -1.688  0.0002
H -3.251 -3.296 -0.659  -0.0003
H -3.689 -4.598 -2.692  0.0000
H -2.366 -4.196 -4.735  0.0001
H -0.551 -2.528 -4.725  0.0007
H -0.042 -1.254 -2.673  -0.0089
O -0.329 2.253 -0.098  -0.0237
C -0.371 3.160 -1.238  0.0486
C 0.270 2.334 -2.510  0.0148
O 0.373 2.880 -3.557  0.0137
O 0.581 1.163 -2.155  0.0769
C 0.569 4.306 -1.096  -0.0047
C 1.619 4.274 -0.169  0.0085
C 2.521 5.314 -0.116  -0.0045
C 2.411 6.385 -1.006  0.0187
C 1.368 6.419 -1.932  -0.0047
C 0.462 5.380 -1.992  0.0094
C -1.818 3.464 -1.520  0.0058
C -2.437 4.529 -0.858  0.0054
C -3.797 4.735 -1.004  -0.0001
C -4.552 3.905 -1.819  0.0017
C -3.941 2.845 -2.476  -0.0030
C -2.586 2.620 -2.319  0.0003
H -1.174 2.367 0.372  0.0055
H 1.698 3.446 0.523  0.0095
H 3.315 5.291 0.614  -0.0002
H 3.143 7.179 -0.987  0.0003
H 1.280 7.246 -2.621  -0.0001
H -0.324 5.381 -2.730  0.0001
H -1.854 5.186 -0.229  -0.0005
H -4.267 5.548 -0.470  0.0002
H -5.606 4.090 -1.953  -0.0001
H -4.514 2.199 -3.120  0.0000
H -2.117 1.811 -2.858  -0.0006

Cartesian forces (eV/Å) of the 2 atoms listed first:
-0.916 1.631 0.081
-0.628 0.329 -0.412

***

Molecular formula: C3H5N3O
Method: DFT, wB97M-V/def2-TZVPD

Its HOMO-LUMO gap is 10.346 eV. The energy above the lowest of the compared OMol25 structures with the same formula, charge and spin comes out at 89.6 kcal/mol. The value obtained for the largest force on an atom is 1.6 eV/Å. As for the total charge: 0.

Last column: natural (NBO) charge in e.
CARTESIAN COORDINATES (ANGSTROEM)
C -1.654 -0.547 0.299  -0.6381
N -0.126 1.331 -0.647  -0.4427
C 1.530 -0.037 -0.031  0.6648
C -0.364 0.009 -0.186  0.3514
O 2.821 0.010 0.131  -0.6285
N 0.564 0.867 0.566  -0.3356
N 0.753 -0.835 -0.668  -0.5297
H 3.234 -0.716 -0.360  0.5073
H -0.854 1.982 -0.350  0.3554
H -2.199 0.210 0.860  0.2259
H -2.244 -0.870 -0.555  0.2327
H -1.461 -1.404 0.940  0.2371

Cartesian forces (eV/Å) of the 2 atoms listed first:
0.257 0.090 0.021
-0.241 0.564 -1.431

***

Molecular formula: C4H4NO3S
Method: DFT, wB97M-V/def2-TZVPD

Its HOMO-LUMO gap is 7.058 eV. The energy above the lowest of the compared OMol25 structures with the same formula, charge and spin comes out at 50.1 kcal/mol. The value obtained for the largest force on an atom is 5.3 eV/Å. As for the total charge: -1.

Last column: natural (NBO) charge in e.
CARTESIAN COORDINATES (ANGSTROEM)
C 0.472 0.367 0.003  -0.5937
C 0.242 -1.053 -0.165  0.5960
C -2.024 -0.371 0.199  0.5422
C 1.850 0.935 0.349  -0.6144
N -1.150 -1.340 -0.091  -0.6634
O 1.037 -1.990 -0.415  -0.7151
O -3.234 -0.456 0.346  -0.6230
O -1.317 1.872 -1.067  -1.0148
S -1.013 1.275 0.281  1.0992
H 2.418 0.421 1.201  0.1784
H 1.821 1.933 0.357  0.1972
H 2.447 0.599 -0.467  0.2119
H -1.550 -2.193 -0.532  0.3995

Cartesian forces (eV/Å) of the 2 atoms listed first:
-0.450 -1.681 1.678
1.434 1.476 -0.605

***

Molecular formula: C56H43LaN2O2PS
Method: DFT, wB97M-V/def2-TZVPD

Its HOMO-LUMO gap is 7.351 eV. The value obtained for the largest force on an atom is 1.1 eV/Å. As for the total charge: -1.

Last column: Löwdin charge in e.
CARTESIAN COORDINATES (ANGSTROEM)
La -0.073 0.364 -0.494  1.8925
O -1.419 2.057 -0.970  -0.4473
C -1.592 3.423 -0.920  -0.4950
C -1.641 3.818 0.577  -0.0560
C -0.337 3.673 1.329  -0.2392
C 0.170 4.743 2.057  -0.0224
C 1.336 4.575 2.780  -0.0500
C 1.950 3.339 2.793  -0.0137
C 1.387 2.302 2.056  -0.2492
C 1.927 0.894 2.168  -0.0724
C 0.849 -0.139 2.637  -0.5045
O 0.049 -0.493 1.572  -0.4269
C 0.057 0.493 3.780  -0.1750
C -1.273 0.838 3.611  -0.0234
C -1.981 1.465 4.629  -0.0791
C -1.363 1.753 5.836  -0.1051
C -0.033 1.395 6.020  -0.0879
C 0.664 0.766 5.004  -0.0364
C 1.509 -1.434 3.132  -0.1476
C 0.796 -2.291 3.968  -0.0371
C 1.328 -3.505 4.361  -0.1018
C 2.576 -3.908 3.898  -0.1029
C 3.289 -3.076 3.053  -0.0826
C 2.762 -1.841 2.688  -0.0255
N 0.287 2.487 1.317  0.1196
C -2.907 3.811 -1.607  -0.1242
C -3.000 4.649 -2.704  -0.0174
C -4.232 4.898 -3.304  -0.0893
C -5.382 4.308 -2.817  -0.1093
C -5.302 3.455 -1.720  -0.0857
C -4.076 3.211 -1.130  -0.0340
C -0.403 4.121 -1.599  -0.1644
C -0.095 5.456 -1.339  -0.0504
C 0.994 6.070 -1.937  -0.0858
C 1.804 5.356 -2.810  -0.0949
C 1.500 4.035 -3.092  -0.0659
C 0.397 3.432 -2.497  -0.0299
H -2.368 3.159 1.055  0.1205
H -1.995 4.845 0.715  0.1170
H -0.357 5.687 2.042  0.1086
H 1.752 5.400 3.346  0.1054
H 2.839 3.152 3.378  0.1116
H 2.742 0.916 2.900  0.1193
H 2.373 0.568 1.222  0.0886
H -1.755 0.606 2.670  0.1092
H -3.020 1.728 4.473  0.0977
H -1.914 2.243 6.628  0.0922
H 0.459 1.601 6.963  0.0956
H 1.697 0.478 5.166  0.1222
H -0.190 -2.001 4.305  0.1261
H 0.763 -4.154 5.018  0.0984
H 2.986 -4.866 4.191  0.0953
H 4.253 -3.380 2.666  0.1009
H 3.326 -1.217 2.010  0.1102
H -2.111 5.113 -3.105  0.1089
H -4.284 5.551 -4.165  0.0960
H -6.337 4.497 -3.290  0.0930
H -6.191 2.972 -1.338  0.0968
H -4.014 2.513 -0.305  0.1125
H -0.713 6.027 -0.656  0.1119
H 1.220 7.104 -1.710  0.0956
H 2.668 5.827 -3.259  0.0959
H 2.122 3.456 -3.760  0.1056
H 0.165 2.404 -2.750  0.0990
C 4.851 -4.714 -0.907  -0.1009
C 4.682 -3.405 -1.339  -0.0784
C 3.416 -2.842 -1.365  -0.0939
C 2.300 -3.581 -0.973  -0.3729
C 2.479 -4.893 -0.546  -0.0928
C 3.749 -5.456 -0.509  -0.0947
P 0.704 -2.706 -1.047  1.0522
C -0.477 -3.783 -0.166  -0.3429
C -1.662 -4.253 -0.721  -0.0669
C -2.538 -5.012 0.043  -0.0896
C -2.239 -5.317 1.363  -0.1002
C -1.056 -4.852 1.924  -0.0813
C -0.190 -4.082 1.167  -0.1028
C 0.173 -2.914 -2.780  -0.3306
C 0.681 -3.889 -3.593  -0.0840
C 0.145 -4.101 -4.883  -0.0898
C -0.916 -3.353 -5.300  -0.0518
C -1.465 -2.336 -4.475  -0.1872
C -2.590 -1.584 -4.901  -0.0673
C -3.087 -0.604 -4.098  -0.0995
C -2.465 -0.297 -2.858  -0.1616
C -1.374 -0.986 -2.363  -0.2315
C -0.901 -2.060 -3.208  -0.2442
H 5.840 -5.152 -0.875  0.0940
H 5.530 -2.805 -1.643  0.0988
H 3.313 -1.812 -1.683  0.0612
H 1.627 -5.482 -0.235  0.1012
H 3.875 -6.475 -0.168  0.0958
H -1.910 -4.018 -1.747  0.1033
H -3.461 -5.365 -0.399  0.0976
H -2.924 -5.911 1.953  0.0933
H -0.809 -5.071 2.955  0.0919
H 0.721 -3.702 1.619  0.0879
H 1.489 -4.520 -3.244  0.0965
H 0.562 -4.869 -5.521  0.0934
H -1.361 -3.521 -6.274  0.1023
H -3.034 -1.801 -5.866  0.0984
H -3.949 -0.029 -4.420  0.0923
H -2.876 0.540 -2.299  0.0588
S 4.899 0.834 -2.303  0.4345
C 3.355 0.762 -1.724  -0.9879
N 2.257 0.694 -1.324  -0.1146

Cartesian forces (eV/Å) of the 2 atoms listed first:
0.256 -0.540 -0.353
-0.775 0.693 -0.335

***

Molecular formula: C3H7BrMgNO
Method: DFT, wB97M-V/def2-TZVPD

Its HOMO-LUMO gap (alpha / beta) is 6.019 / 9.112 eV. As for the spin multiplicity: 2. The value obtained for the largest force on an atom is 2.4 eV/Å. As for the total charge: 0.

Last column: natural (NBO) charge in e.
CARTESIAN COORDINATES (ANGSTROEM)
Mg 2.313 1.702 1.117  0.8830
Br 0.764 3.522 1.339  -0.8744
C -1.433 0.452 1.035  -0.7249
C -0.147 -0.003 0.352  0.7310
O 0.943 0.194 0.912  -0.8182
N -0.254 -0.759 -0.776  -0.5838
C 0.821 -1.433 -1.467  -0.4175
H -1.449 0.190 2.093  0.2552
H -2.353 0.012 0.649  0.2180
H -1.262 1.516 0.872  0.2777
H -1.169 -0.603 -1.173  0.4033
H 0.323 -2.126 -2.145  0.2156
H 1.490 -1.956 -0.783  0.2275
H 1.411 -0.706 -2.025  0.2076

Cartesian forces (eV/Å) of the 2 atoms listed first:
0.130 -0.319 0.049
-0.232 0.328 -0.025

***

- Number 5 is which compound?
  C56H43LaN2O2PS

***

- Look up the total charge of the second one.
  +3

***

What did the first record say?
Molecular formula: C24H30F2N8O2PTi
Method: DFT, wB97M-V/def2-TZVPD

Its HOMO-LUMO gap is 5.788 eV. The value obtained for the largest force on an atom is 0.7 eV/Å. As for the total charge: +3.

Last column: natural (NBO) charge in e.
CARTESIAN COORDINATES (ANGSTROEM)
Ti -0.428 -1.025 -0.365  1.6475
O 3.835 -0.258 3.102  -0.6222
C 2.706 -0.043 3.775  0.4001
C 2.829 0.261 5.135  -0.2618
C 1.710 0.458 5.906  -0.1120
C 0.420 0.404 5.347  -0.2607
C 0.284 0.150 4.009  -0.1716
C 1.418 -0.076 3.194  -0.2259
C 1.220 -0.445 1.822  0.5936
O -0.003 -0.308 1.273  -0.6592
N 2.154 -1.039 1.113  -0.3926
N 1.533 -1.629 0.052  -0.3102
C 2.038 -2.583 -0.636  0.1528
C 1.055 -3.343 -1.427  0.1457
C 1.367 -4.489 -2.118  -0.1763
C 0.330 -5.238 -2.680  -0.0712
C -0.977 -4.824 -2.502  -0.2137
C -1.222 -3.655 -1.796  0.1077
N -0.232 -2.910 -1.290  -0.5438
H 3.652 -0.627 2.222  0.5103
H 3.824 0.293 5.559  0.2613
H 1.823 0.633 6.968  0.2477
H -0.450 0.536 5.975  0.2385
H -0.697 0.058 3.561  0.2201
H 3.067 -2.909 -0.521  0.2543
H 2.397 -4.811 -2.198  0.2669
H 0.550 -6.139 -3.237  0.2706
H -1.808 -5.392 -2.896  0.2742
H -2.233 -3.305 -1.635  0.2412
C -1.870 4.276 4.219  -0.0511
N -0.588 4.768 3.522  -0.3902
C -0.981 5.915 2.571  -0.0514
N -1.975 5.479 1.660  -0.4297
C -3.162 5.015 2.373  -0.0745
N -2.839 3.897 3.256  -0.4328
C -2.489 2.679 2.531  -0.5139
P -0.980 2.877 1.447  0.7256
C 0.083 3.647 2.780  -0.5399
C -1.487 4.506 0.685  -0.5179
H -2.228 5.105 4.829  0.2384
H -1.585 3.441 4.858  0.2256
H 0.053 5.128 4.231  0.4408
H -0.074 6.237 2.062  0.2283
H -1.357 6.720 3.201  0.2378
H -3.920 4.706 1.655  0.2266
H -3.563 5.835 2.969  0.2312
H -3.342 2.380 1.919  0.2368
H -2.307 1.877 3.250  0.2337
H 0.995 4.041 2.329  0.2468
H 0.367 2.883 3.507  0.2556
H -2.269 4.325 -0.054  0.2443
H -0.633 4.928 0.152  0.2380
F -2.576 -0.813 -1.499  -0.3187
C -2.374 -0.400 -0.191  0.2567
F -2.182 -1.711 0.459  -0.3236
H -3.278 0.028 0.227  0.2058
C -0.760 -0.674 -4.051  -0.6747
C 0.092 0.196 -3.201  0.4680
N 0.236 0.175 -1.865  -0.6075
C 1.134 1.200 -1.533  -0.0810
C 1.520 1.817 -2.665  -0.0339
N 0.857 1.170 -3.690  -0.4662
H -1.201 -1.483 -3.478  0.2356
H -0.173 -1.099 -4.866  0.2685
H -1.569 -0.091 -4.494  0.2770
H 1.422 1.400 -0.515  0.2470
H 2.195 2.636 -2.840  0.2678
H 0.924 1.408 -4.671  0.4597

Cartesian forces (eV/Å) of the 2 atoms listed first:
-0.696 -0.121 -0.059
-0.043 -0.043 0.016